C33H25F3N5O4S3Sn | the ωB97M-V functional and the def2-TZVPD basis

The charge is -1. The calculation puts the HOMO-LUMO gap at 6.819 eV. The strongest force on any atom is 0.032 Eh/bohr. The HOMO energy is -4.4 eV. Its energy above the lowest of the compared OMol25 structures with the same formula, charge and spin is 0.357 eV. For the electronic energy, the calculation gives -96761.194 eV.

Geometry (Å):
H (-2.47387, 5.22612, -1.01040)
Sn (0.17707, -0.07129, 0.04726)
C (3.82898, 1.77643, 0.34282)
C (-1.50388, -0.18211, -4.53961)
N (-1.97902, 0.23550, -0.94605)
H (2.59943, 4.64452, -0.92451)
C (1.26179, 0.35915, 4.85673)
C (-3.16978, 4.46394, -0.69019)
C (-4.96363, 2.51267, 0.13074)
H (-1.71851, 2.86536, -0.69769)
C (1.02785, 0.03178, -3.49096)
H (-5.63239, 1.73239, 0.46038)
O (-2.14063, 0.80857, 1.39870)
N (0.00773, 0.17903, -2.68034)
C (3.07190, 0.18351, 3.29869)
C (2.99890, 2.61797, -0.36944)
H (-2.96052, -5.33656, 1.45600)
O (4.86806, -0.59756, 0.64405)
H (-0.67620, -0.00374, 3.96861)
O (3.27674, -0.21218, -1.19338)
C (3.22761, 3.98099, -0.34670)
C (2.62413, 0.44045, 4.57172)
F (-1.19707, -5.30870, -1.62054)
C (0.39676, 0.04143, 3.82733)
H (-0.53932, -0.51616, -6.44024)
C (-3.64350, 2.19210, -0.11504)
S (3.63402, -0.00327, 0.18552)
H (-2.54923, -1.19858, 2.49053)
C (-2.25703, -2.07897, 1.94099)
N (0.81213, -0.19524, 2.59756)
F (-1.48174, -6.55093, 0.10085)
C (-0.91973, -5.38234, -0.30720)
H (4.11760, 0.21169, 3.04449)
C (-2.48154, -4.37441, 1.35527)
C (-0.85458, -2.92880, 0.32152)
C (-2.74484, 3.15657, -0.52755)
C (-2.83828, -0.27546, -4.98465)
C (4.88463, 2.27649, 1.07535)
H (-4.89297, -0.21134, -4.42915)
F (0.39926, -5.57778, -0.19676)
H (-6.41790, 4.08408, 0.16348)
C (-1.42424, -4.21453, 0.47836)
H (5.93692, 4.03518, 1.68377)
C (-0.38271, -0.32602, -5.38556)
H (-4.82433, 5.81622, -0.56284)
C (-5.38916, 3.82245, -0.03103)
O (-4.05549, -0.37285, 0.42069)
C (0.87792, -0.24314, -4.85891)
H (2.20126, 2.18101, -0.95538)
S (-2.96971, 0.55918, 0.24087)
H (1.75033, -0.39359, -5.47634)
C (-3.62601, 0.04894, -2.72561)
H (2.00645, 0.10705, -3.03910)
H (3.31989, 0.72301, 5.35160)
N (2.35649, -0.40664, 1.02645)
H (-3.03203, -0.46199, -6.03248)
H (0.89388, 0.54535, 5.85401)
C (4.28162, 4.50629, 0.39695)
C (-4.49254, 4.79457, -0.44059)
N (-1.26570, -1.91397, 1.09746)
C (-2.91968, -3.28869, 2.09666)
H (5.20834, 6.26305, 1.20645)
S (0.32959, -2.50768, -0.83047)
H (3.64433, 6.55737, 0.42752)
C (-2.33221, 0.11471, -2.23775)
H (5.07778, 6.24135, -0.55176)
C (-1.24229, 0.04277, -3.16225)
H (5.53185, 1.57851, 1.58538)
C (4.56531, 5.97983, 0.37590)
C (2.12580, -0.14546, 2.31192)
H (-3.75263, -3.38123, 2.77513)
C (-3.86787, -0.14617, -4.08554)
H (-4.44170, 0.11283, -2.02365)
C (5.10510, 3.64281, 1.11106)

Atomic partial charges in e from the Löwdin method, atoms 1 to 4: 0.1010 1.1800 -0.2622 -0.1601

=====

C33H26BF5O2S | the ωB97M-V functional and the def2-TZVPD basis

The charge is 0. The calculation puts the HOMO-LUMO gap at 7.171 eV. The SMILES is Cc1ccc([C@H]2C=CC=C3OB(c4ccc(C(F)(F)F)cc4)O[C@]32C(c2ccc(C)c(F)c2)c2ccc(C)c(F)c2)s1. The strongest force on any atom is 0.113 Eh/bohr. The HOMO energy is -7.6 eV. Its energy above the lowest of the compared OMol25 structures with the same formula, charge and spin is 0.932 eV. For the electronic energy, the calculation gives -63834.940 eV.

Geometry (Å):
C (-1.20835, 1.88561, -5.58219)
H (3.34834, 5.26914, 0.93320)
C (-1.01209, 2.72713, -3.34641)
C (3.47004, 2.67699, -1.19105)
F (1.31711, -5.30423, 2.02751)
C (2.83132, 3.75189, -0.55192)
C (1.12109, -4.71437, -0.26958)
C (-2.78594, -2.08842, 3.67895)
H (-4.08047, -1.70052, 6.02148)
H (-0.93883, 3.98647, -5.08839)
F (-3.85423, -2.94396, 3.74990)
C (-1.04014, 2.96961, -4.72763)
H (-1.12364, -0.67568, -3.35954)
H (4.52112, 2.66813, -1.48313)
C (-0.77942, 2.35446, 1.98720)
C (1.36993, 0.70672, 1.05808)
H (0.60510, 3.15050, 3.43675)
H (2.73105, 0.50962, -1.55837)
C (-1.14619, -0.76189, 4.77948)
C (2.70942, 1.46459, -1.00577)
H (-2.64684, -2.27267, 1.54703)
C (1.50437, 1.56720, 2.28972)
H (0.63279, -2.84408, 2.55374)
H (-0.72439, 3.50313, -2.64362)
H (1.97925, -0.21339, 1.06101)
O (-1.86054, 1.84421, -0.15892)
C (-3.00103, -1.82803, 6.11793)
F (-1.86891, 3.34660, -7.36746)
B (-1.41412, 1.15254, -1.33899)
F (-2.29136, 1.21044, -7.58847)
C (-2.21209, -1.84508, 2.44852)
H (-2.82197, -2.85952, 6.43253)
C (1.04491, -4.35443, 1.07119)
C (0.65839, -3.08459, 1.48943)
H (-0.09839, -1.78911, -1.57144)
H (-1.62093, 2.91974, 2.41225)
H (1.65174, -6.14646, -1.71638)
C (-1.00086, 1.61616, 0.87758)
C (-1.05920, -1.04510, 2.38874)
H (2.46224, -6.38344, -0.15291)
H (-1.48928, -1.00468, 0.37346)
S (1.24594, 3.29416, -0.01486)
H (2.84816, 5.85393, -0.68532)
H (-2.64286, -1.17252, 6.90708)
C (-0.05902, 0.49974, 0.48722)
F (-0.23550, 1.96067, -7.78131)
C (-0.53545, -0.85669, 0.94400)
C (0.26959, -2.50758, -0.83313)
H (0.76100, -6.83100, -0.35188)
C (-1.31467, 1.44577, -2.86174)
C (1.96928, 1.65183, 0.15436)
C (0.73074, -3.76297, -1.21831)
H (-0.75208, -0.30703, 5.68800)
C (-0.48848, -0.55538, 3.55742)
H (4.43568, 5.04208, -0.46934)
H (-1.24343, -0.25694, -5.80876)
C (-1.21321, 0.35240, -3.72916)
H (2.52908, 1.83291, 2.57746)
O (-0.13964, 0.55355, -0.92127)
C (-2.30974, -1.52828, 4.85312)
C (3.38421, 5.05424, -0.15506)
H (0.44997, 0.00487, 3.55546)
C (-1.20744, 0.56877, -5.11269)
C (0.22092, -2.15208, 0.52425)
C (0.46981, 2.40530, 2.63240)
C (-1.39526, 2.10411, -7.06212)
H (0.82022, -4.02160, -2.27528)
C (1.52316, -6.09351, -0.63406)

Atomic partial charges in e from the Löwdin method, atoms 1 to 4: -0.1257 0.0843 0.0051 -0.1079